Molecular formula: C14H14N4O4
Method: DFT, wB97M-V/def2-TZVPD

Output
Highest occupied orbital energy ... -0.3123 hartree
Maximum force ... 1.18 eV/Å
Energy above the lowest of the compared OMol25 structures with the same formula, charge and spin ... 0.0 kJ/mol
SMILES ... O=C(O)CCc1nn2c3ccccc3n(CCO)c2nc1=O
LUMO level ... 0.0077 Eh
Net charge ... 0
Orbital gap ... 8.71 eV
DFT total energy ... -28896.199 eV

Atoms and positions in Å:
O (1.8798, 3.3426, -4.0426)
C (1.2126, 2.4143, -3.6737)
O (0.4400, 2.4864, -2.5778)
H (0.5173, 3.3670, -2.1775)
C (1.1299, 1.0730, -4.3501)
C (1.6645, -0.0523, -3.4483)
C (0.8514, -0.1792, -2.2039)
N (1.4401, 0.0238, -1.0752)
N (0.6767, -0.0833, 0.0194)
C (-0.6589, -0.3924, -0.0584)
N (-1.3023, -0.6218, -1.1530)
C (-0.5933, -0.5384, -2.3330)
O (-1.1082, -0.7548, -3.4115)
N (-1.1717, -0.4049, 1.2012)
C (-0.1498, -0.1190, 2.0869)
C (-0.1328, -0.0071, 3.4663)
C (1.0737, 0.3139, 4.0679)
C (2.2308, 0.5191, 3.3243)
C (2.2279, 0.4134, 1.9434)
C (1.0261, 0.0934, 1.3408)
H (3.1147, 0.5716, 1.3525)
H (3.1487, 0.7666, 3.8339)
H (1.1148, 0.4063, 5.1422)
H (-1.0224, -0.1614, 4.0556)
C (-2.5289, -0.7609, 1.5133)
H (-3.1170, -0.6281, 0.6025)
H (-2.9034, -0.0885, 2.2931)
C (-2.6342, -2.2247, 1.9807)
O (-3.9481, -2.5861, 2.3009)
H (-4.2727, -2.0284, 3.0172)
H (-2.3325, -2.8871, 1.1665)
H (-1.9589, -2.3869, 2.8350)
H (1.5860, -0.9881, -4.0061)
H (2.7062, 0.1293, -3.1804)
H (0.0842, 0.8576, -4.5803)
H (1.7094, 1.1155, -5.2717)

natural (NBO) population analysis, charges in e, atoms 1 to 4:
1. O -0.590
2. C 0.793
3. O -0.699
4. H 0.501